The molecule C17H26N4O3, computed with ωB97M-V with the def2-TZVPD basis set.

**Multiplicity**: 1
**HOMO level**: -8.8231 eV
**Kohn-Sham gap**: 9.5 eV
**Net charge**: 0

Last column: natural (NBO) charge in e.
Cartesian coordinates (Å):
C (-1.929, 0.857, 2.647)  -0.4120
N (-1.256, 1.753, 1.726)  -0.4232
C (-1.313, 3.121, 2.221)  -0.2121
C (-0.720, 4.106, 1.227)  -0.4057
C (0.720, 3.723, 0.909)  -0.3975
C (0.772, 2.276, 0.440)  -0.3845
C (0.115, 1.346, 1.471)  -0.1493
C (0.174, -0.047, 0.852)  0.7197
O (-0.642, -0.383, 0.003)  -0.6632
N (1.257, -0.833, 1.113)  -0.4459
C (1.421, -1.996, 0.237)  -0.2110
C (1.824, -1.601, -1.196)  -0.4992
C (1.121, -2.439, -2.248)  0.6824
O (1.713, -3.222, -2.969)  -0.6288
N (-0.222, -2.240, -2.290)  -0.6287
C (-1.072, -2.975, -3.197)  -0.2847
C (-1.705, -2.101, -4.226)  0.4838
N (-2.961, -1.960, -4.479)  -0.4613
C (-3.004, -1.049, -5.528)  -0.1220
C (-1.749, -0.688, -5.844)  0.0444
O (-0.897, -1.359, -5.014)  -0.4054
C (2.108, -0.759, 2.271)  -0.0585
C (1.546, -0.517, 3.638)  -0.4234
C (2.080, -1.874, 3.276)  -0.4241
H (-1.921, -0.161, 2.258)  0.2119
H (-1.472, 0.863, 3.652)  0.1546
H (-2.970, 1.164, 2.754)  0.2079
H (-2.360, 3.361, 2.416)  0.2049
H (-0.777, 3.209, 3.187)  0.1515
H (-1.317, 4.086, 0.312)  0.2077
H (-0.774, 5.116, 1.638)  0.2105
H (1.141, 4.383, 0.148)  0.2141
H (1.335, 3.839, 1.808)  0.1926
H (0.227, 2.165, -0.501)  0.2196
H (1.803, 1.955, 0.274)  0.2087
H (0.714, 1.388, 2.393)  0.1845
H (2.186, -2.626, 0.684)  0.2157
H (0.487, -2.560, 0.221)  0.2149
H (1.564, -0.554, -1.361)  0.2298
H (2.894, -1.721, -1.348)  0.2316
H (-0.626, -1.593, -1.622)  0.4380
H (-0.444, -3.723, -3.683)  0.2554
H (-1.878, -3.481, -2.665)  0.2240
H (-3.933, -0.726, -5.965)  0.2160
H (-1.306, -0.024, -6.563)  0.2108
H (3.084, -0.325, 2.080)  0.2062
H (2.116, 0.112, 4.307)  0.2260
H (0.474, -0.431, 3.729)  0.2260
H (1.349, -2.655, 3.116)  0.2243
H (3.022, -2.199, 3.692)  0.2233

---

A structure of composition C6H8, computed with ωB97M-V with the def2-TZVPD basis set.

**Multiplicity**: 1
**HOMO level (spin up / spin down)**: -7.2658 / -7.2265 eV
**Kohn-Sham gap (spin up / spin down)**: 7.7 / 7.7 eV
**Net charge**: 0

Last column: natural (NBO) charge in e.
Cartesian coordinates (Å):
C (0.933, -1.205, 1.041)  -0.3484
C (0.592, -0.579, -0.218)  -0.3076
C (-0.937, -0.548, -0.572)  -0.4235
C (-1.167, 0.907, -0.826)  -0.1968
C (-0.331, 1.600, -0.028)  -0.2277
C (0.768, 0.731, 0.455)  -0.2103
H (0.247, -1.361, 1.856)  0.2046
H (1.813, -1.861, 1.064)  0.2031
H (1.258, -0.783, -1.057)  0.2156
H (-1.460, -0.819, 0.356)  0.2116
H (-1.246, -1.250, -1.349)  0.2175
H (-1.827, 1.296, -1.596)  0.2174
H (-0.324, 2.686, 0.062)  0.2215
H (1.682, 1.184, 0.810)  0.2231

---

A cluster of 2 separate species, C8H12ClF3NO4S2 in total, computed with ωB97M-V with the def2-TZVPD basis set.

**Multiplicity**: 1
**HOMO level**: -5.6982 eV
**Kohn-Sham gap**: 7.8 eV
**Net charge**: -1

Last column: natural (NBO) charge in e.
Cartesian coordinates (Å):
O (0.967, 1.484, -1.251)  -0.4457
C (1.687, 0.639, -1.044)  0.7185
C (1.359, -0.866, -1.071)  -0.5475
C (1.740, -1.150, 0.401)  -0.2313
C (0.504, -0.832, 1.261)  -0.4118
C (-0.425, -2.027, 1.459)  -0.4117
C (-1.493, -2.140, 0.388)  -0.3430
Cl (-2.288, -3.755, 0.502)  -0.1113
C (3.000, -0.194, 0.579)  -0.1251
S (4.527, -1.219, 0.333)  -0.0893
N (3.075, 0.715, -0.576)  -0.6943
H (2.013, -1.485, -1.671)  0.2253
H (0.314, -0.880, -1.332)  0.2437
H (2.090, -2.146, 0.616)  0.2086
H (-0.027, 0.033, 0.878)  0.2396
H (0.849, -0.564, 2.257)  0.2013
H (0.127, -2.954, 1.519)  0.1989
H (-0.939, -1.849, 2.390)  0.2142
H (-1.119, -2.077, -0.618)  0.2039
H (-2.218, -1.351, 0.527)  0.2490
H (3.061, 0.338, 1.512)  0.2149
H (4.304, -2.328, 1.060)  0.1221
H (3.577, 0.218, -1.305)  0.3674
C (-2.623, 3.715, -1.153)  0.6767
F (-2.275, 3.538, -2.444)  -0.3348
F (-1.484, 3.886, -0.453)  -0.3331
F (-3.312, 4.873, -1.082)  -0.3368
S (-3.610, 2.296, -0.512)  2.3498
O (-2.724, 1.158, -0.663)  -1.0207
O (-4.774, 2.265, -1.369)  -0.9969
O (-3.885, 2.659, 0.862)  -1.0008

---

A cluster of 2 separate species, C2H9N2S in total, computed with ωB97M-V with the def2-TZVPD basis set.

**Multiplicity**: 3
**HOMO level (spin up / spin down)**: -10.2730 / -13.4884 eV
**Expectation value of S²**: 2.01
**Kohn-Sham gap (spin up / spin down)**: 7.0 / 4.9 eV
**Net charge**: +1

Last column: natural (NBO) charge in e.
Cartesian coordinates (Å):
C (-1.158, -0.211, -0.586)  -0.4761
C (1.554, 0.467, 0.313)  -0.2212
N (-0.707, -0.941, 0.502)  -0.4918
N (1.792, 1.735, 0.269)  -0.7805
S (2.750, -0.729, -0.276)  0.1947
H (-1.176, 0.950, -0.457)  0.2497
H (-0.573, -0.333, -1.471)  0.2440
H (-2.209, -0.653, -0.863)  0.2590
H (-1.451, -0.994, 1.246)  0.4346
H (0.581, 0.023, 0.584)  0.2159
H (2.653, 2.150, 0.086)  0.4135
H (-0.263, -1.725, 0.256)  0.3941
H (1.238, 2.558, 0.457)  0.4274
H (2.304, -1.901, 0.127)  0.1366

---

The molecule C7H11BrO, computed with ωB97M-V with the def2-TZVPD basis set.

**Multiplicity**: 1
**HOMO level**: -9.6853 eV
**Kohn-Sham gap**: 10.4 eV
**Net charge**: 0

Last column: natural (NBO) charge in e.
Cartesian coordinates (Å):
C (-0.542, -0.938, -1.243)  -0.4026
C (-0.020, 0.517, -1.411)  -0.4238
C (0.476, -1.288, 0.827)  -0.4302
C (-1.007, 0.622, 0.663)  -0.4557
C (-0.923, -0.845, 0.268)  -0.1984
C (1.239, 0.094, 0.858)  -0.2035
C (0.316, 0.995, 0.042)  0.2274
O (0.610, 2.387, 0.212)  -0.6994
Br (2.865, -0.290, -0.179)  -0.0655
H (-1.480, -1.041, -1.831)  0.2079
H (0.088, -1.697, -1.408)  0.2079
H (0.900, 0.591, -2.041)  0.2362
H (-0.766, 1.269, -1.777)  0.2175
H (0.395, -1.707, 1.898)  0.2145
H (1.118, -2.013, 0.264)  0.2335
H (-1.783, 1.100, 0.277)  0.2039
H (-1.119, 0.666, 1.687)  0.2123
H (-1.764, -1.544, 0.750)  0.2201
H (1.677, 0.378, 1.734)  0.2312
H (-0.280, 2.745, 0.411)  0.4666

---

A structure of composition C5H13NOP, computed with ωB97M-V with the def2-TZVPD basis set.

**Multiplicity**: 1
**HOMO level**: -12.8790 eV
**Kohn-Sham gap**: 9.0 eV
**Net charge**: +1

Last column: natural (NBO) charge in e.
Cartesian coordinates (Å):
C (-0.105, -0.654, 0.130)  -0.3596
C (0.610, 0.254, 0.818)  0.3163
C (0.201, -1.391, -1.255)  -0.6225
C (1.931, 2.390, 0.468)  -0.6038
C (1.962, 0.843, 0.672)  -0.4801
N (-2.915, -2.261, -0.010)  -1.0108
O (-0.194, 0.819, 1.829)  -0.7172
P (-1.756, -0.590, 1.096)  0.8365
H (-0.455, -2.282, -1.228)  0.2095
H (1.195, -1.901, -1.188)  0.2518
H (0.060, -0.639, -1.934)  0.2365
H (1.280, 2.785, -0.443)  0.2315
H (2.987, 2.793, 0.402)  0.2446
H (1.463, 2.740, 1.395)  0.1930
H (2.657, 0.497, 1.415)  0.2435
H (2.232, 0.352, -0.206)  0.2297
H (-3.803, -2.350, 0.448)  0.4183
H (-2.298, -3.122, 0.049)  0.4293
H (-3.164, -1.992, -1.038)  0.4301
H (0.260, 1.293, 2.495)  0.5241
H (-2.116, 0.427, 0.045)  -0.0006

---

A structure of composition C5H6O2, computed with ωB97M-V with the def2-TZVPD basis set.

**Multiplicity**: 1
**HOMO level**: -9.6926 eV
**Kohn-Sham gap**: 10.7 eV
**Net charge**: 0

Last column: natural (NBO) charge in e.
Cartesian coordinates (Å):
C (1.036, -0.455, -0.655)  -0.4222
C (0.825, 0.404, 0.579)  0.0457
O (0.304, 1.463, -0.363)  -0.5129
C (-0.250, 0.285, -1.039)  0.0474
C (-1.301, -0.122, 0.011)  0.0329
O (-0.982, -1.334, 0.681)  -0.4756
C (-0.477, -0.100, 1.204)  0.0145
H (1.884, -0.037, -1.202)  0.2253
H (1.047, -1.540, -0.590)  0.2232
H (1.629, 0.700, 1.253)  0.2067
H (-0.594, 0.350, -2.074)  0.2032
H (-2.324, 0.243, -0.015)  0.2052
H (-0.797, 0.145, 2.210)  0.2066

---

For reference, max |F| by record: 0.43, 1.02, 6.63, 5.37, 6.87, 5.61, 0.61 eV/Å.